A 2-piece molecular cluster, C2H9N3O2 overall in a non-equilibrium geometry, computed with ωB97M-V/def2-TZVPD.

```
16
Properties=species:S:1:pos:R:3:lowdin_charge:R:1
H -1.5904 1.7043 0.4279 0.04
N -0.8888 1.3327 -0.2559 0.07
C -0.7767 0.0216 -0.0963 -0.54
N -1.8990 -0.6560 0.2816 -0.02
C -3.2371 0.0103 0.4489 -0.08
N 0.3217 -0.6931 -0.4132 -0.02
O 1.4804 -0.0401 -0.8263 -0.03
H -1.8030 -1.6490 0.3634 0.11
H -4.0099 -0.7947 0.3965 0.09
H -3.3275 0.5372 1.4255 0.08
H -3.3761 0.7386 -0.3771 0.08
H 0.1489 -1.5212 -0.9923 0.15
H 1.2490 0.8977 -0.8949 0.08
O 4.1783 0.1123 0.7466 -0.07
H 3.7210 -0.7155 0.4799 0.04
H 5.0636 0.1487 0.4065 0.02
```

Computed properties:
Gap between HOMO and LUMO: 9.470 eV

***

A 2-piece molecular cluster, C2H9N3S overall in a non-equilibrium geometry, computed with ωB97M-V/def2-TZVPD.

```
15
Properties=species:S:1:pos:R:3:lowdin_charge:R:1
C -1.9363 -0.1570 0.4314 -0.13
C -1.0480 0.9131 -0.1098 -0.39
N 2.1302 -1.3631 0.0998 -0.13
N 0.8137 -1.3592 0.0770 -0.04
N 0.3094 0.7277 0.3853 -0.59
S 1.5313 1.6509 -0.0709 0.77
H -1.2081 -0.9219 0.5338 0.01
H -2.3031 -0.0475 1.4455 0.07
H -2.7853 -0.4277 -0.2618 0.09
H -1.0216 0.7407 -1.2442 0.12
H -1.3882 1.8660 0.2241 0.09
H 2.4940 -0.4268 -0.2524 0.01
H 2.5919 -1.4726 1.0831 0.13
H 0.6214 -1.2728 -0.9736 0.10
H 1.1988 1.5502 -1.3672 -0.12
```

Computed properties:
Gap between HOMO and LUMO (spin up / spin down): 8.111 / 8.514 eV

***

One molecule with the formula C2H9N3S in a non-equilibrium geometry, computed with ωB97M-V/def2-TZVPD.

```
15
Properties=species:S:1:pos:R:3:lowdin_charge:R:1
C 1.2534 -0.2255 -1.2843 -0.21
C 0.5362 0.2960 1.0347 -0.22
N -1.9960 1.2835 -0.2102 -0.39
N -0.4912 -0.8306 1.3967 -0.06
N 0.3677 0.4688 -0.4348 -0.50
S -1.2422 0.1407 -0.8735 0.84
H 0.4876 -1.0266 -1.6284 0.06
H 1.6088 0.2492 -2.2579 0.10
H 1.9709 -0.9321 -0.8295 0.09
H 1.5975 0.0619 0.9852 0.10
H 0.1445 1.1701 1.5971 0.10
H -1.2666 -0.7347 2.0958 0.08
H -2.2924 0.9506 0.6979 -0.05
H 0.1841 -1.5142 1.7844 0.06
H -0.8623 0.6429 -2.0731 0.00
```

Computed properties:
Gap between HOMO and LUMO: 9.069 eV